[1]
{
  "formula": "CHBrClNO2",
  "method": "ωB97M-V with the def2-TZVPD basis set",
  "relative_energy_ev": 2.411,
  "lumo_ha": -0.0986,
  "homo_ha": -0.3346,
  "gap_ev": 6.4231,
  "fmax_ha_per_bohr": 0.061,
  "total_energy_ha": -3277.93621,
  "smiles": "[O-]/[N+](=C\\Cl)OBr",
  "elements": ["C", "N", "O", "O", "Cl", "Br", "H"],
  "coordinates": [[1.151, 0.090, -0.147], [-0.164, -0.167, -0.014], [-0.736, -1.247, 0.252], [-0.968, 0.941, 0.026], [2.157, -1.233, 0.288], [-2.992, 0.595, 0.202], [1.552, 1.021, -0.608]]
}

---

[2]
{
  "formula": "CHBrF5NP",
  "method": "ωB97M-V with the def2-TZVPD basis set",
  "relative_energy_ev": 0.000,
  "lumo_ha": -0.1921,
  "homo_ha": -0.6350,
  "gap_ev": 12.0522,
  "fmax_ha_per_bohr": 0.065,
  "total_energy_ha": -3507.97021,
  "smiles": "FC(F)(F)[NH+]=P(F)(F)Br",
  "total_charge": 1,
  "elements": ["C", "N", "F", "F", "F", "F", "F", "P", "Br", "H"],
  "coordinates": [[1.374, 0.232, 0.015], [0.208, -0.706, -0.114], [2.255, -0.087, -0.821], [0.992, 1.494, -0.068], [1.764, 0.122, 1.253], [-1.363, 0.932, -1.121], [-1.349, 1.059, 1.154], [-1.201, -0.017, 0.090], [-2.860, -1.399, 0.105], [0.180, -1.629, -0.493]]
}

---

[3]
{
  "formula": "CHCdLiO",
  "method": "ωB97M-V with the def2-TZVPD basis set",
  "relative_energy_ev": 1.634,
  "lumo_ha": -0.0243,
  "homo_ha": -0.2434,
  "gap_ev": 5.9630,
  "fmax_ha_per_bohr": 0.107,
  "total_energy_ha": -289.04364,
  "elements": ["H", "O", "C", "Cd", "Li"],
  "coordinates": [[1.021, 0.110, 0.915], [2.280, 2.185, 0.563], [2.209, 1.333, 1.317], [0.172, -0.574, -0.751], [-0.402, 1.085, -0.088]]
}

---

[4]
{
  "formula": "CHCdO2",
  "method": "ωB97M-V with the def2-TZVPD basis set",
  "relative_energy_ev": 0.000,
  "lumo_ha": [-0.2828, -0.2828],
  "homo_ha": [-0.5419, -0.5419],
  "gap_ev": [7.0508, 7.0501],
  "fmax_ha_per_bohr": 0.097,
  "total_energy_ha": -356.51822,
  "total_charge": 1,
  "elements": ["H", "O", "O", "C", "Cd"],
  "coordinates": [[-0.560, -1.530, 0.095], [-0.094, 1.414, 0.014], [-0.059, -0.715, -0.057], [-0.892, 0.455, -0.069], [1.605, 0.376, 0.017]]
}

---

[5]
{
  "formula": "CHCl2F2P",
  "method": "ωB97M-V with the def2-TZVPD basis set",
  "relative_energy_ev": 5.653,
  "lumo_ha": [-0.1280, -0.1279],
  "homo_ha": [-0.3431, -0.3433],
  "gap_ev": [5.8525, 5.8614],
  "fmax_ha_per_bohr": 0.074,
  "total_energy_ha": -1500.02868,
  "elements": ["C", "F", "F", "P", "Cl", "Cl", "H"],
  "coordinates": [[0.372, 0.292, -0.268], [-2.372, 0.975, -0.479], [-0.730, -1.394, 1.421], [-0.288, -1.445, -0.171], [0.921, 1.169, -1.563], [2.023, -0.461, 0.513], [0.074, 0.864, 0.548]]
}

---

[6]
{
  "formula": "CHCl2NO2",
  "method": "ωB97M-V with the def2-TZVPD basis set",
  "relative_energy_ev": 3.477,
  "lumo_ha": [-0.0960, -0.0960],
  "homo_ha": [-0.4153, -0.4153],
  "gap_ev": [8.6889, 8.6882],
  "fmax_ha_per_bohr": 0.069,
  "total_energy_ha": -1164.15989,
  "elements": ["C", "N", "O", "O", "Cl", "Cl", "H"],
  "coordinates": [[-0.562, -0.049, -0.255], [0.467, 0.074, 0.796], [0.705, 1.203, 1.182], [0.977, -0.935, 1.221], [-1.380, -1.504, -0.481], [0.948, 0.367, -1.995], [-1.156, 0.843, -0.468]]
}